16
Properties=species:S:1:pos:R:3:forces:R:3 method="wB97M-V/def2-TZVPD" e_above_lowest_kcal_mol=18.1 homo_ev="-14.92 / -14.72" multiplicity=2 charge=+1 s2=0.75 energy_ev=-4330.449 lumo_ev="-3.597 / -11.358"
C -0.686 1.755 -1.793 -0.50 0.32 -1.08
C 0.229 0.631 -1.906 -0.62 1.57 -0.85
H -1.509 1.651 -1.057 -0.01 0.10 0.50
H -0.204 2.583 -1.089 -0.20 -0.22 0.06
H -1.015 2.304 -2.696 0.44 -0.28 0.44
H -0.351 -0.248 -1.542 0.54 -0.35 0.32
H 1.032 0.790 -1.168 0.41 -0.73 0.83
H 0.707 0.594 -2.876 -0.06 -0.46 -0.13
C 0.776 -1.803 1.663 -0.43 0.59 -0.85
C -0.317 -0.715 1.760 0.53 -0.57 1.66
H 0.762 -2.235 0.653 0.24 -0.33 0.36
H 1.775 -1.430 1.886 -0.04 0.12 -0.07
H 0.537 -2.540 2.435 0.09 -0.20 -0.48
H -1.292 -1.093 1.443 0.10 0.17 0.16
H -0.163 0.309 1.442 0.44 0.11 -0.89
H -0.280 -0.554 2.846 -0.93 0.17 0.02